# 1
DFT (ωB97M-V with the def2-TZVPD basis set) results for a molecular structure, C31H42N2O2SiTeTi.

**LUMO energy**: 0.3 eV
**Energy**: -2873.489462 a.u.
**Highest occupied orbital energy**: -7.5 eV
**Orbital gap**: 7.79 eV

Atoms and positions in Å:
Ti 1.22 -0.84 -1.45
N 0.61 -3.22 1.85
C 0.60 -2.76 0.60
O 1.63 -2.26 0.10
C -0.66 -2.79 -0.20
C -0.77 -1.48 -0.97
H 1.46 -3.19 2.38
H -0.22 -3.62 2.25
H -1.52 -3.03 0.44
H -0.54 -3.63 -0.90
H -1.24 -0.70 -0.35
H -1.37 -1.58 -1.87
C 3.34 2.06 -2.24
C 2.41 1.01 -1.73
O 2.92 0.04 -0.97
N 1.13 0.93 -2.03
Te 0.76 1.63 1.24
C 0.44 1.89 3.32
C -0.04 3.12 3.79
C -0.28 4.30 2.89
C -0.29 3.27 5.15
C -0.06 2.25 6.06
C -0.35 2.43 7.52
C 0.45 1.06 5.58
C 0.71 0.85 4.22
C 1.26 -0.49 3.83
C -1.24 1.94 0.65
C -1.53 2.89 -0.34
C -0.49 3.76 -0.99
C -2.85 3.03 -0.76
C -3.87 2.26 -0.24
C -5.29 2.42 -0.72
C -3.56 1.32 0.73
C -2.26 1.14 1.18
C -2.01 0.07 2.21
H 2.82 3.02 -2.26
H 3.62 1.81 -3.26
H 4.24 2.12 -1.63
H 0.59 4.49 2.26
H -0.49 5.19 3.47
H -1.12 4.12 2.21
H -0.66 4.23 5.51
H -0.50 3.48 7.77
H 0.47 2.05 8.14
H -1.25 1.88 7.81
H 0.66 0.25 6.27
H 2.17 -0.70 4.41
H 1.50 -0.55 2.78
H 0.54 -1.27 4.06
H 0.34 3.99 -0.32
H -0.94 4.69 -1.32
H -0.07 3.24 -1.86
H -3.07 3.77 -1.53
H -5.38 3.27 -1.40
H -5.97 2.58 0.11
H -5.62 1.53 -1.26
H -4.34 0.70 1.14
H -2.83 -0.65 2.21
H -1.94 0.50 3.22
H -1.07 -0.45 2.03
C 1.27 -0.68 -5.17
Si 1.83 -1.81 -3.77
C 3.73 -1.90 -3.80
C 1.19 -3.55 -4.11
C 1.46 -4.59 -3.22
C 1.01 -5.88 -3.44
C 0.27 -6.17 -4.58
C -0.02 -5.16 -5.48
C 0.43 -3.86 -5.25
H 1.72 -1.00 -6.11
H 1.57 0.34 -4.96
H 0.18 -0.67 -5.30
H 4.06 -1.98 -4.84
H 4.08 -2.77 -3.26
H 4.20 -1.02 -3.36
H 2.04 -4.38 -2.32
H 1.24 -6.66 -2.73
H -0.08 -7.18 -4.76
H -0.60 -5.38 -6.37
H 0.19 -3.09 -5.96

# 2
DFT (ωB97M-V with the def2-TZVPD basis set) results for a molecular structure, C31H43F4N2O2PRbS.

**LUMO energy**: 1.8 eV
**Net charge**: -1
**Energy**: -2630.123929 a.u.
**Highest occupied orbital energy**: -3.8 eV
**Orbital gap**: 5.55 eV

Atoms and positions in Å:
Rb -0.23 0.35 2.66
C -0.41 2.90 -0.24
N -0.99 2.86 1.09
C -2.44 2.86 1.02
C -0.48 3.97 1.89
C -1.07 4.12 3.29
N -1.02 2.88 4.02
C -0.83 2.88 5.33
C -0.77 1.61 6.01
F -1.01 0.49 5.27
C -0.50 1.44 7.33
F -0.45 0.18 7.82
C -0.27 2.50 8.20
C -0.38 3.75 7.61
F -0.21 4.85 8.38
C -0.66 3.94 6.28
F -0.78 5.24 5.87
H -0.69 3.82 -0.78
H -0.74 2.04 -0.83
H 0.68 2.88 -0.17
H -2.85 2.73 2.02
H -2.76 2.03 0.38
H -2.84 3.79 0.58
H -0.64 4.92 1.35
H 0.60 3.84 1.98
H -2.09 4.51 3.20
H -0.49 4.93 3.75
H -0.04 2.37 9.24
C 3.78 -2.05 2.89
P 2.10 -2.48 1.98
C 2.54 -4.27 2.18
C 2.82 -1.68 0.46
O 1.27 -1.70 3.01
H 4.67 -2.46 2.39
H 3.75 -2.42 3.91
H 3.89 -0.96 2.95
H 3.50 -4.49 1.71
H 1.78 -4.96 1.82
H 2.65 -4.42 3.26
H 3.73 -2.18 0.12
H 3.11 -0.67 0.76
H 2.12 -1.60 -0.37
O -1.10 0.04 -2.02
S -2.15 -0.56 -2.89
C -2.06 0.26 -4.52
C -2.04 1.75 -4.35
C -0.85 2.40 -4.04
C -0.82 3.77 -3.88
C -1.98 4.52 -4.03
C -3.18 3.88 -4.33
C -3.20 2.50 -4.49
C -1.53 -2.19 -3.45
C -0.16 -2.15 -4.06
C 0.95 -1.80 -3.29
C 2.21 -1.75 -3.87
C 2.37 -2.05 -5.22
C 1.27 -2.39 -5.99
C 0.01 -2.44 -5.41
H -2.94 -0.07 -5.06
H -1.16 -0.08 -5.03
H 0.05 1.81 -3.91
H 0.11 4.27 -3.63
H -1.96 5.59 -3.90
H -4.09 4.46 -4.44
H -4.14 2.01 -4.73
H -2.28 -2.58 -4.14
H -1.55 -2.79 -2.54
H 0.82 -1.56 -2.25
H 3.06 -1.49 -3.26
H 3.36 -2.01 -5.66
H 1.39 -2.62 -7.04
H -0.85 -2.71 -6.01
C -0.58 -5.01 -0.08
C 0.37 -3.84 -0.29
C 1.67 -4.39 -0.90
C 0.43 -2.94 0.99
H -0.71 -5.61 -0.99
H -1.57 -4.66 0.24
H -0.20 -5.68 0.70
H -0.07 -3.22 -1.09
H 2.17 -5.10 -0.25
H 2.39 -3.61 -1.16
H 1.43 -4.91 -1.83
H -0.04 -1.99 0.73
H -0.21 -3.40 1.75